{
  "formula": "C15H17NO4",
  "method": "the ωB97M-V functional and the def2-TZVPD basis",
  "gap_ev": 8.8,
  "spin_multiplicity": 1,
  "lumo_ha": 0.0158,
  "smiles": "CCc1ccc2[nH]cc(C(=O)OCCOC)c(=O)c2c1",
  "species": ["O", "O", "O", "O", "N", "C", "C", "C", "C", "C", "C", "C", "C", "C", "C", "C", "C", "C", "C", "C", "H", "H", "H", "H", "H", "H", "H", "H", "H", "H", "H", "H", "H", "H", "H", "H", "H"],
  "coordinates": [[0.01440, -1.65513, 0.65467], [2.99380, 1.24740, 0.95539], [4.51077, -0.42878, -1.50513], [2.54600, -0.93013, 0.62359], [-0.85262, 2.27392, 0.01296], [-1.59112, -0.00418, 0.14488], [-5.00409, -1.59925, -0.26837], [5.33999, 0.65190, -1.13718], [-0.21896, -0.47996, 0.43788], [3.91670, -1.26455, 0.75172], [-2.63413, -0.92420, 0.07081], [2.21287, 0.35214, 0.70219], [-3.93690, -0.53887, -0.19744], [-1.87432, 1.35322, -0.05896], [-6.43325, -1.08734, -0.39571], [-3.18199, 1.75148, -0.32900], [-4.19428, 0.81778, -0.39714], [0.41066, 1.89298, 0.25824], [0.77492, 0.59490, 0.45606], [4.53677, -1.52404, -0.63189], [1.16544, 2.66685, 0.29248], [-7.12390, -1.92750, -0.38797], [5.56976, -1.87666, -0.47986], [3.96240, -2.18260, 1.34159], [-5.19603, 1.15554, -0.60837], [-6.57418, -0.54565, -1.32824], [5.38741, 1.30343, -2.00800], [3.95643, -2.30072, -1.13570], [6.34955, 0.30473, -0.88628], [4.92530, 1.21291, -0.29389], [-4.92504, -2.21895, 0.62901], [-6.68593, -0.43280, 0.43555], [-1.07243, 3.24850, -0.13616], [-2.38773, -1.96355, 0.23317], [-4.78023, -2.24841, -1.12048], [4.44181, -0.45616, 1.27142], [-3.39701, 2.79938, -0.48562]],
  "forces_ev_per_a": [[-0.210, -0.024, -0.008], [-0.042, -0.042, -0.037], [-0.181, 0.054, -0.059], [-0.202, -0.099, -0.130], [0.138, 0.416, -0.025], [-0.255, 0.158, -0.078], [-0.192, -0.030, -0.035], [0.017, 0.100, 0.061], [0.056, 0.117, 0.004], [0.716, 0.161, -0.281], [-0.071, 0.219, -0.032], [0.095, 0.429, 0.109], [0.201, -0.136, 0.054], [-0.394, -0.592, 0.002], [0.210, -0.163, 0.020], [0.059, 0.060, -0.001], [0.147, 0.035, 0.023], [0.209, -0.212, 0.051], [0.038, -0.117, -0.006], [-0.250, -0.097, 0.379], [-0.016, 0.032, 0.011], [-0.090, -0.008, -0.012], [-0.091, -0.015, -0.001], [-0.006, 0.085, -0.046], [-0.124, 0.035, -0.018], [-0.079, 0.089, -0.065], [0.081, 0.033, 0.039], [0.114, -0.035, 0.097], [0.024, 0.009, -0.034], [0.075, -0.064, -0.057], [0.023, -0.043, -0.070], [-0.086, 0.096, 0.049], [0.132, -0.187, 0.040], [0.042, -0.103, 0.027], [-0.005, -0.054, 0.075], [-0.051, -0.218, -0.027], [-0.037, 0.111, -0.017]],
  "mulliken_charge": [-0.707, -0.696, -0.357, -0.286, -0.012, 0.367, 0.055, -0.630, 0.853, -0.594, -0.942, 0.442, 0.340, 0.346, -1.520, -1.289, -0.387, -0.272, -0.050, -0.533, 0.444, 0.386, 0.372, 0.384, 0.370, 0.337, 0.231, 0.336, 0.308, 0.248, 0.339, 0.382, 0.206, 0.533, 0.287, 0.391, 0.315]
}